Record 1
The following is a quantum chemistry calculation of a structure of composition C52H87BrCl22I2N3O4PS2, from OMol25.

Geometry (Å):
I (-4.2142, -2.4831, 3.3031)
I (-1.1778, -4.3460, 3.4430)
Br (1.9148, 2.0535, -6.1803)
Cl (6.5713, 4.3653, -0.8718)
Cl (0.0488, -4.5986, 9.3757)
Cl (7.7392, -1.7918, 4.4580)
Cl (5.0613, 0.3161, 4.5337)
Cl (-4.6038, -9.6072, 7.2013)
Cl (7.3231, 6.3922, -3.4979)
Cl (-9.4001, -2.6311, 4.9753)
Cl (-2.6370, -7.8320, 5.0573)
Cl (0.0934, -5.8682, 6.2101)
Cl (10.8715, 3.4814, 1.7774)
Cl (5.9415, 6.0473, -6.9528)
Cl (-6.3320, -2.4881, 6.4609)
Cl (5.7194, 11.8857, 2.3255)
Cl (-2.3089, 5.5097, -4.7448)
Cl (5.8689, 2.9510, -8.4733)
Cl (10.9403, 2.2814, -1.4156)
Cl (-7.0323, -8.7638, -4.8936)
Cl (-7.5718, -1.1091, -2.6612)
Cl (-1.6798, 5.1626, -8.0792)
Cl (-3.8427, -9.6095, -4.0213)
Cl (5.3380, 9.7255, -0.2845)
Cl (-7.7986, 2.0712, -3.8602)
S (-3.3814, 0.9016, -2.0106)
S (-3.3298, 0.6297, 1.7391)
P (-5.3225, -5.0249, -0.2040)
O (-4.7533, 0.3551, 1.6295)
O (-6.4260, -5.5293, -1.3646)
O (-2.8314, 0.5647, 3.1017)
O (5.1437, -2.9490, 1.2017)
N (-6.2955, -4.7738, 1.2492)
N (1.6800, 3.9000, 1.1636)
N (-2.4821, -0.4508, 0.6787)
C (4.2199, -2.2186, 0.3877)
C (5.0273, 5.5502, -8.4011)
C (-4.7979, -1.4435, -2.2820)
C (-3.2783, -3.2989, 1.4971)
C (-3.3706, -1.2189, -0.1797)
C (-5.1183, -8.7802, 5.7084)
C (-1.0843, -6.2399, 7.4993)
C (2.1907, 1.5304, 0.5283)
C (-1.1626, -4.2112, 0.3945)
C (-2.4949, 6.5298, -7.2782)
C (-9.0437, -0.2846, -3.2404)
C (-1.7035, -3.3239, 1.5663)
C (6.0667, 6.0615, -1.1055)
C (0.5525, 1.9685, -1.3895)
C (-7.0619, -1.2685, 5.3826)
C (-0.1861, 0.4898, 0.5627)
C (4.1885, 11.2328, 1.6888)
C (6.2880, -1.9440, 5.4788)
C (1.2144, -1.3581, 1.8304)
C (7.4667, -3.7838, 1.4269)
C (-8.7524, 0.6596, -4.3825)
C (-1.9275, 6.8073, -5.9066)
C (-0.7580, 1.8233, -1.9855)
C (5.8173, 6.3872, -2.5552)
C (6.4899, -2.7121, 0.8100)
C (5.0456, -1.4513, 4.7734)
C (-3.8932, -0.7421, -1.4274)
C (-4.6767, -8.0712, -3.6813)
C (11.0875, 4.4241, 0.2811)
C (-3.1285, 2.3876, 1.2462)
C (2.8068, -2.8783, 0.5877)
C (-8.5581, -1.1729, 5.5604)
C (0.7903, 1.3164, -0.1237)
C (-1.4988, 0.3415, -0.0444)
C (-5.2263, -2.7442, -1.8742)
C (-0.5879, 1.7941, -4.5993)
C (0.1482, 2.7776, -5.6084)
C (2.0691, 2.7412, 1.5218)
C (-4.7011, -3.2976, -0.6444)
C (10.2982, 3.8530, -0.8723)
C (-4.0552, -8.8245, 4.6369)
C (-1.1304, 2.5160, -3.3118)
C (2.4025, 2.5954, 3.0456)
C (4.5286, 4.1201, -8.3682)
C (4.3364, 9.8155, 1.1890)
C (1.6611, -1.7852, 0.3953)
C (-3.7829, -2.5781, 0.2106)
C (-1.7186, 1.0281, -1.2834)
C (1.5982, 2.8103, -2.1541)
C (-1.3603, -5.0431, 8.3773)
C (-6.1512, -8.2657, -3.4248)
C (0.1987, -0.1486, 1.9127)
H (0.0368, 0.9028, -4.3948)
H (9.2500, 3.7172, -0.6115)
H (-6.0337, -3.8339, 1.5792)
H (0.7036, 0.6561, 2.5047)
H (7.7969, -3.4429, 2.4326)
H (10.7470, 5.4375, 0.4940)
H (1.6298, 3.8760, -1.8223)
H (-9.4938, 0.2344, -2.3958)
H (-6.7971, -1.5222, 4.3574)
H (0.7378, -2.2398, 2.3219)
H (2.7995, -3.1879, 1.6616)
H (3.8388, 11.8999, 0.9023)
H (-2.0009, -6.5553, 7.0103)
H (-0.6533, 3.5285, -3.2864)
H (-1.4871, 1.4489, -5.1678)
H (10.3514, 4.5281, -1.7267)
H (-9.7343, -1.0610, -3.5703)
H (-5.9492, -3.3083, -2.4933)
H (-4.5022, -7.4003, -4.5209)
H (7.0005, -4.7899, 1.5025)
H (-3.7124, -9.8415, 4.4539)
H (-1.2468, -2.3245, 1.6511)
H (0.2433, 3.8124, -5.2250)
H (-2.2204, 2.7261, -3.4151)
H (3.3598, 9.4100, 0.9325)
H (2.7066, -3.7336, -0.1091)
H (-6.3278, -9.0157, -2.6556)
H (-5.3842, -7.7559, 5.9648)
H (4.1800, 6.2317, -8.4796)
H (4.1652, -1.6814, 5.3736)
H (4.7842, 9.1702, 1.9405)
H (2.6357, 2.4146, -2.0349)
H (-8.2074, 0.1620, -5.1831)
H (-2.3541, 7.4006, -7.9182)
H (-2.3584, 7.7253, -5.5074)
H (-1.9935, -4.8881, 0.0696)
H (2.1215, -0.9787, -0.2087)
H (-3.3293, 2.5591, 0.1724)
H (-8.9442, -0.3322, 4.9842)
H (3.0924, 3.4107, 3.3662)
H (-6.0164, -9.2885, 5.3581)
H (-7.2865, -4.6636, 1.0002)
H (-7.2587, -5.0211, -1.3147)
H (-6.5935, -7.3278, -3.0933)
H (-3.5598, 6.3083, -7.2331)
H (-0.8454, 6.9246, -5.9376)
H (-3.5881, -4.3719, 1.5104)
H (-5.1546, -0.9966, -3.2267)
H (-8.8283, -1.0237, 6.6045)
H (-0.7936, -3.6423, -0.4839)
H (0.8176, -2.2854, -0.1302)
H (-6.5988, -0.3126, 5.6274)
H (1.4621, 3.8726, 0.1622)
H (-4.4549, -8.4263, 3.7042)
H (-4.2034, -7.6430, -2.7976)
H (-0.6943, -0.4350, 2.5050)
H (4.2189, -1.1417, 0.7190)
H (1.4326, 2.7860, 3.5689)
H (5.1279, 5.6810, -3.0168)
H (1.4205, 2.8222, -3.2542)
H (5.3877, 7.3857, -2.6379)
H (12.1523, 4.4621, 0.0570)
H (4.5480, -2.2185, -0.6777)
H (4.9273, -1.9229, 3.7975)
H (-9.6868, 1.0423, -4.7923)
H (5.6779, 5.7108, -9.2593)
H (5.1511, 6.1994, -0.5319)
H (-2.1753, -5.2710, 9.0641)
H (-0.4454, 2.8122, -6.5480)
H (2.9762, 1.7170, -0.2322)
H (8.3533, -3.8365, 0.7554)
H (3.8864, 3.9487, -9.2324)
H (3.9453, 3.8675, -7.4801)
H (-0.6996, -7.0803, 8.0748)
H (3.4680, 11.2610, 2.5060)
H (-3.9093, 2.9215, 1.8395)
H (-0.3506, -4.8914, 0.7350)
H (-2.1498, 2.7646, 1.6054)
H (6.1784, -3.0013, 5.7193)
H (-1.6439, -4.1723, 7.7879)
H (2.1395, -1.1575, 2.4305)
H (6.4681, -1.4011, 6.4052)
H (2.5212, 0.6582, 1.1277)
H (6.6427, -2.7597, -0.2994)
H (6.8343, 6.7050, -0.6794)
H (6.8295, -1.7180, 1.2030)
H (2.8015, 1.5906, 3.2970)

HOMO energy   -0.3071 hartree
Net charge   0
Orbital gap   8.0 eV
2S+1   1
Energy relative to the best compared isomer or geometry (same formula, charge and spin)   0.0 kcal per mole
E_LUMO   -0.3180 eV
Energy   -16930.1467 Eh

Results of the Mulliken charge analysis, in e, for atoms 1 through 2: I 0.35; I 0.29

---

Record 2
The following is a quantum chemistry calculation of a structure of composition C31H47BrN2OsP2, from OMol25.

Geometry (Å):
Os (-1.3576, 0.3163, -0.1674)
Br (3.2114, 3.8293, -0.5449)
P (-0.8411, -1.7844, -0.4576)
P (4.7091, -0.9368, 0.2485)
N (-5.7800, 3.9566, -4.2766)
N (-1.3168, 0.5481, 2.0881)
C (-2.4408, -2.4588, -1.0433)
C (6.4892, 1.1760, -0.1265)
C (-3.5467, -1.6980, -0.3438)
C (5.0009, -2.1235, -2.2184)
C (-3.4414, 1.9344, -1.3734)
C (-0.9576, 1.8281, -1.4262)
C (4.0297, -1.2498, -1.4080)
C (-0.0040, -2.6600, -3.0516)
C (-5.7873, 4.3302, -3.0026)
C (4.3726, -1.8909, 2.7954)
C (-2.0823, -0.3088, 2.8124)
C (3.5769, -1.3211, 1.6023)
C (5.0634, 0.8481, 0.3299)
C (-4.3166, 2.5070, -2.3659)
C (-1.5996, 0.7915, 4.8938)
C (-1.0814, -4.1160, 1.2491)
C (0.4321, 3.3790, -0.1289)
C (0.2390, 1.2683, -1.9323)
C (0.4682, -2.2815, -1.6518)
C (-5.1117, 3.6318, -2.0105)
C (-0.8202, 1.6918, 4.1638)
C (-2.2568, 1.1669, -1.7212)
C (-5.1365, 2.8475, -4.6286)
C (-4.3968, 2.0682, -3.7292)
C (-0.6838, 1.5274, 2.7885)
C (-2.2300, -0.2236, 4.1905)
C (-0.3768, -2.7737, 1.0447)
C (-0.8462, 2.8514, -0.4383)
C (1.6025, 2.9720, -0.8188)
C (1.4971, 1.8495, -1.6558)
C (-1.7700, 0.8992, 6.3751)
H (-0.5953, -1.8690, -3.5379)
H (-3.2628, -0.6568, -0.0417)
H (-2.7405, 1.3436, 6.6439)
H (-5.1079, 3.9930, -0.9846)
H (-3.6623, 2.1652, -0.3221)
H (-6.3318, 5.2282, -2.7433)
H (5.2376, -2.4725, 2.4510)
H (1.0230, -3.1173, -1.1927)
H (-3.8595, -2.2358, 0.5562)
H (-0.9802, 1.5247, 6.8026)
H (4.6643, -2.2059, -3.2573)
H (-1.7756, 3.3254, -0.1024)
H (-0.5779, -4.6547, 2.0636)
H (-4.4196, -1.5779, -0.9899)
H (3.7441, -2.5528, 3.3976)
H (1.1548, -1.4199, -1.6813)
H (-1.7245, -0.1032, 6.8228)
H (6.6573, 0.9221, -1.1814)
H (-3.8706, 1.1788, -4.0847)
H (-2.1341, -4.0050, 1.5450)
H (2.8494, -2.0609, 1.2328)
H (-2.6008, -1.0832, 2.2272)
H (6.6635, 2.2516, -0.0111)
H (-5.1932, 2.5780, -5.6828)
H (7.2377, 0.6483, 0.4803)
H (5.0501, -3.1378, -1.8026)
H (-0.3302, 2.5239, 4.6766)
H (0.5038, 4.1586, 0.6303)
H (3.8618, -0.2821, -1.8978)
H (0.7070, -2.9408, 0.9572)
H (-0.0679, 2.2176, 2.2003)
H (3.0500, -0.3938, 1.8699)
H (-2.4722, -2.3694, -2.1370)
H (4.9161, 1.1702, 1.3706)
H (4.3211, 1.3608, -0.2948)
H (3.0661, -1.7595, -1.2817)
H (-2.4643, -3.5280, -0.7839)
H (0.8835, -2.8348, -3.6722)
H (-2.2832, 0.6078, -2.6561)
H (-2.8651, -0.9488, 4.7128)
H (6.0197, -1.7133, -2.2312)
H (0.2010, 0.4817, -2.6796)
H (-1.0197, -4.7550, 0.3583)
H (-0.5199, -2.1093, 1.9107)
H (-0.5806, -3.5960, -3.0401)
H (2.3798, 1.4097, -2.1358)
H (4.7375, -1.0971, 3.4558)

HOMO energy (alpha / beta)   -0.7046 / -0.7040 hartree
Net charge   +4
Orbital gap (alpha / beta)   6.5 / 4.5 eV
2S+1   5
Energy relative to the best compared isomer or geometry (same formula, charge and spin)   55.7 kcal per mole
⟨S²⟩   6.091
E_LUMO (alpha / beta)   -12.7051 / -14.6769 eV
Energy   -4664.6501 Eh

Results of the Mulliken charge analysis, in e, for atoms 1 through 2: Os 0.50; Br 0.02

---

Record 3
The following is a quantum chemistry calculation of a cluster of 2 separate species, C23H47ClFN3O5P3 in total, from OMol25.

Geometry (Å):
Cl (-0.7348, 1.9477, 3.6042)
P (2.0866, 0.4443, 3.4780)
P (-1.2450, -1.1992, 3.8385)
P (2.8813, 1.1450, 0.4709)
F (1.5045, 3.8899, 0.1101)
O (0.0145, -1.6015, -5.6274)
O (-1.5444, 0.1595, 1.5751)
O (1.4632, 0.0423, 5.0385)
O (-1.0819, -2.7011, 0.8438)
O (0.8401, -3.1537, -0.4228)
N (-2.1040, -0.6991, 5.1339)
N (2.0208, -5.0921, -6.0286)
N (1.2173, 1.1402, 1.0327)
C (1.1722, -1.5001, 1.6590)
C (0.8356, 0.0092, 2.0216)
C (-0.6631, 0.2809, 2.6991)
C (3.6716, -0.6602, 3.3634)
C (-0.9881, -2.6479, -5.3787)
C (0.4822, 1.4352, -1.5239)
C (4.0087, 2.4145, 1.3434)
C (-0.5924, 4.1168, -1.0241)
C (0.9679, 0.0065, -2.1011)
C (0.1169, 3.2893, 0.1845)
C (1.6421, -5.5384, -4.9118)
C (0.2089, -2.4059, 0.7236)
C (0.1018, 1.6087, 0.0622)
C (3.7654, -0.1562, -0.3859)
C (0.0202, -0.6424, -3.2986)
C (-1.4083, 1.0577, 0.4672)
C (-2.5656, 2.1881, 0.7309)
C (-5.0573, 2.9204, 0.9840)
C (-3.9985, 1.6595, 1.3128)
C (-4.0950, 1.4770, 2.9385)
C (0.9214, -1.4122, -4.4780)
C (-2.0956, 0.1396, -0.7671)
C (1.1856, -6.0766, -3.5655)
H (-2.1937, 0.3254, 5.1003)
H (-2.0048, -2.2322, -4.9173)
H (-1.1524, 5.0525, -0.5382)
H (1.1648, -0.7049, -1.2038)
H (-2.2791, 0.7568, -1.7383)
H (2.0312, 0.1634, -2.6231)
H (1.2293, -2.5108, -4.1289)
H (-2.0541, -2.1676, 3.1594)
H (3.2128, -1.1798, -0.6531)
H (2.2751, -1.6913, 1.2443)
H (1.3346, 2.2253, -1.8010)
H (1.8476, -0.7543, -4.7575)
H (4.5280, 3.1933, 0.6397)
H (0.1036, -6.2338, -3.5743)
H (-0.5983, -1.5257, -2.7879)
H (0.3730, -2.9164, -1.2794)
H (1.6821, -7.0281, -3.3565)
H (1.2249, -2.0934, 2.7009)
H (3.2997, 3.0470, 2.0666)
H (4.7682, 1.8672, 2.0832)
H (-0.1131, -1.9319, 4.4040)
H (-0.6239, -3.5299, -4.6915)
H (1.4354, -5.3635, -2.7750)
H (-3.1175, -0.3388, -0.4592)
H (0.1679, 4.6076, -1.8032)
H (-1.3665, -0.7801, -0.8915)
H (1.2542, 1.9772, 1.7231)
H (-2.8376, 2.6341, -0.3435)
H (-4.4798, 0.7413, 0.7952)
H (-4.9401, 3.3355, -0.1033)
H (-1.3081, -3.1522, -6.4078)
H (1.7368, 0.6805, 5.7610)
H (-0.2193, 3.6202, 1.2826)
H (-5.2556, 1.5230, 3.2170)
H (-2.2743, 3.0373, 1.5067)
H (-1.3871, 3.5559, -1.6598)
H (-6.1547, 2.6842, 1.3123)
H (-3.7653, 0.3715, 3.1742)
H (4.7370, -0.5133, 0.2131)
H (-0.7678, 0.1031, -3.7373)
H (4.2066, 0.2091, -1.4361)
H (-3.5521, 2.2957, 3.5706)
H (-4.6844, 3.7950, 1.7066)
H (4.1863, -0.6491, 2.3167)
H (3.3557, -1.7741, 3.6296)
H (-0.4086, 1.7206, -2.2675)
H (4.4286, -0.3371, 4.2256)

HOMO energy   -0.3961 hartree
Net charge   +1
Orbital gap   7.5 eV
2S+1   1
E_LUMO   -3.2915 eV
Energy   -3028.3118 Eh

Results of the Mulliken charge analysis, in e, for atoms 1 through 2: Cl -0.04; P 0.26